Entry 1:
The following is a DFT calculation (wB97M-V/def2-TZVPD) of C6H10F2 in the gas phase in a non-equilibrium geometry.

```
18
Properties=species:S:1:pos:R:3:forces:R:3
C -1.885 -0.788 1.088 -0.9155 -0.4982 -0.6327
C -1.158 -0.515 -0.205 0.8150 -0.3847 -0.0332
C 0.061 0.365 -0.027 0.2225 -0.1204 -0.0303
C -0.216 1.827 0.192 -0.1659 0.2825 -0.4498
C 1.302 -0.128 -0.034 -0.6142 -0.1338 -0.0972
C 1.802 -1.522 -0.234 0.0032 0.0581 0.0312
H -2.171 0.117 1.596 -0.1293 0.4550 0.0924
H -2.798 -1.374 0.864 0.4010 0.3126 0.1869
H -1.275 -1.359 1.755 0.4917 -0.4313 0.3923
H -0.875 -1.464 -0.702 -0.2331 0.4481 0.2616
H -0.814 1.982 1.097 0.0289 -0.0101 -0.1246
H -0.798 2.239 -0.669 0.4918 -0.2665 0.6828
H 0.722 2.374 0.307 -0.2428 0.0118 -0.0784
H 1.027 -2.240 -0.475 -0.2248 0.0789 -0.0305
H 2.531 -1.541 -1.037 0.1401 0.0797 -0.1816
H 2.310 -1.891 0.654 0.0540 0.0932 0.1999
F -2.042 0.132 -1.066 -0.1443 0.0687 -0.2137
F 2.343 0.725 0.170 0.0216 -0.0438 0.0247
```
Positions in Å, forces in eV/Å.

Summary:
Total charge ... 0
HOMO-LUMO gap ... 10.105 eV
M ... 120.1 g mol⁻¹
E ... -434.33591 Eh
SMILES string ... C/C(F)=C(/C)[C@@H](C)F

Löwdin atomic charge list, values in e, 6 entries: number 1, C, carries -0.03; number 2, C, carries -0.35; number 3, C, carries -0.19; number 4, C, carries -0.03; number 5, C, carries -0.28; number 6, C, carries -0.01



Entry 2:
The following is a DFT calculation (wB97M-V/def2-TZVPD) of 2 unconnected molecules or ions with the total composition C6H10F2NO8S2 in a non-equilibrium geometry.

```
29
Properties=species:S:1:pos:R:3:forces:R:3
C 4.422 -1.654 -0.936 0.2516 0.0590 -0.5246
C 3.737 -1.277 -2.352 0.8697 0.6312 0.5082
F 3.621 -2.424 -3.236 -0.0420 1.6540 1.4503
C 2.377 -0.425 -2.210 1.4005 -0.4881 -1.3218
N 1.499 -0.837 -1.063 -1.9514 -0.2539 -1.9145
C 0.458 0.270 -0.923 -6.4348 4.6715 3.5705
O 0.205 1.108 -1.856 2.3597 -3.0624 1.4530
O -0.310 0.379 0.244 4.4789 -1.7785 -4.4692
S 0.538 -2.240 -1.462 -1.9246 -4.9440 3.6767
O 1.363 -3.471 -1.700 -1.3222 4.1646 -0.7964
O -0.469 -2.574 -0.378 2.7538 2.2962 -3.7176
F -0.376 -1.855 -2.845 1.9273 -0.4249 2.0218
H 4.972 -0.696 -0.588 -0.9687 -1.5614 -0.4289
H 3.677 -1.980 -0.135 0.9661 0.4596 -1.2636
H 5.222 -2.480 -1.077 -1.4109 1.3913 0.0964
H 4.494 -0.569 -2.873 -1.3279 -1.2464 0.5691
H 1.810 -0.490 -3.214 0.9652 0.4167 1.6011
H 2.711 0.665 -2.009 -0.8397 -1.8892 -0.3219
C -2.977 0.941 2.492 0.0999 -0.5240 -0.7533
C -3.307 2.074 1.535 0.9352 -0.0318 -0.1029
O -4.514 2.650 2.046 -0.5010 -0.3019 1.0761
S -4.521 2.514 3.662 0.5295 -0.2925 -0.5341
O -4.065 3.754 4.221 -0.5903 -0.8611 -0.0439
O -5.750 1.891 4.058 0.6491 0.7464 -0.0986
O -3.324 1.429 3.792 -0.6833 1.0569 0.1182
H -3.591 0.059 2.286 0.0586 0.0566 -0.0269
H -1.923 0.664 2.456 -0.1005 0.1275 0.0695
H -3.448 1.727 0.512 -0.1559 0.0727 0.1732
H -2.531 2.844 1.553 0.0078 -0.1439 -0.0660
```
Positions in Å, forces in eV/Å.

Summary:
Total charge ... -1
HOMO-LUMO gap ... 8.223 eV
M ... 326.3 g mol⁻¹
E ... -1887.37521 Eh

Löwdin atomic charge list, values in e, 6 entries: number 1, C, carries -0.07; number 2, C, carries -0.30; number 3, F, carries -0.10; number 4, C, carries -0.17; number 5, N, carries -0.11; number 6, C, carries -0.61



Entry 3:
The following is a DFT calculation (wB97M-V/def2-TZVPD) of a molecular structure, C6H10F5N2PSi in a non-equilibrium geometry.

```
25
Properties=species:S:1:pos:R:3:forces:R:3
C 1.563 -1.701 0.360 0.7852 2.5811 0.5940
C 2.773 -1.726 0.947 -0.4773 0.1119 -0.6494
C -2.277 0.034 0.070 0.0064 -2.5665 2.0705
C -0.834 -2.030 -1.643 -1.1111 -1.2376 -2.5238
C -0.703 1.265 -2.017 1.9577 1.0817 1.4912
C 0.601 2.744 2.166 -0.9614 -0.1437 0.5858
N 0.726 -0.540 0.074 0.5778 0.1531 1.4358
N 0.700 0.579 0.865 0.7034 -0.6589 -1.3018
F 3.370 -2.892 1.242 -0.2157 1.1401 -0.0681
F 3.554 -0.663 1.223 -0.3673 -1.3306 -0.2349
F 1.217 3.947 2.259 0.1313 -0.6099 0.4083
F -0.423 2.938 1.336 0.0851 -0.0574 -0.8665
F -0.049 2.459 3.350 1.0141 0.3945 -0.0463
Si -0.724 -0.257 -0.947 -0.9908 -1.5449 0.7263
P 1.800 1.271 1.763 -0.6199 0.7654 0.5938
H 1.156 -2.640 0.160 -0.6624 -1.1533 -0.3478
H -2.573 -0.959 0.635 0.5940 1.6410 -1.0907
H -2.131 0.744 0.919 -0.4067 -0.0142 -1.0960
H -3.110 0.196 -0.624 0.1135 0.5179 0.3588
H -0.550 -2.820 -0.914 -0.4361 0.6707 -0.2727
H -1.838 -2.377 -2.143 1.3517 0.9276 1.4346
H -0.206 -2.255 -2.550 0.0822 0.5232 0.8784
H -1.661 1.800 -1.838 0.8610 -0.1908 -0.1202
H 0.243 1.913 -1.655 -2.2749 -1.2276 -1.0989
H -0.624 0.968 -3.040 0.2602 0.2270 -0.8603
```
Positions in Å, forces in eV/Å.

Summary:
Total charge ... 0
HOMO-LUMO gap ... 8.196 eV
M ... 264.2 g mol⁻¹
E ... -1474.24342 Eh

Löwdin atomic charge list, values in e, 6 entries: number 1, C, carries -0.02; number 2, C, carries -0.34; number 3, C, carries -0.20; number 4, C, carries -0.20; number 5, C, carries -0.18; number 6, C, carries -0.78



Entry 4:
The following is a DFT calculation (wB97M-V/def2-TZVPD) of a molecular structure, C6H10F6N2O8S3V in a non-equilibrium geometry.

```
36
Properties=species:S:1:pos:R:3:forces:R:3
V 0.524 -0.516 0.574 0.6621 0.1529 0.9511
F -1.538 -4.242 -1.309 -0.0170 0.0415 0.0197
C -0.234 -4.410 -1.230 -0.0356 0.0396 -0.0576
F 0.273 -4.692 -2.409 0.0054 0.0087 0.0026
F 0.070 -5.329 -0.344 0.0141 -0.0083 -0.0027
S 0.497 -2.797 -0.658 -0.0427 -0.0353 0.0736
O -0.077 -2.513 0.687 0.1072 0.1856 0.0556
O 0.117 -1.645 -1.473 -0.0248 0.1953 -0.1804
N 2.010 -3.087 -0.648 0.0602 -0.2021 -0.0709
S 3.033 -1.872 -0.671 0.1733 -0.2655 -0.1812
O 2.460 -0.702 0.051 -0.6678 0.1947 -0.0149
O 4.331 -2.266 -0.294 0.0645 -0.0004 0.0395
C 3.095 -1.301 -2.466 0.0015 0.1072 -0.0341
F 4.337 -0.972 -2.745 -0.0823 -0.0131 0.0395
F 2.301 -0.247 -2.619 0.1084 -0.1329 -0.0266
F 2.693 -2.289 -3.248 0.0162 0.0856 0.0519
O 1.641 0.004 4.193 0.0006 -0.1315 -0.0040
N 1.365 -0.418 3.123 -0.0205 0.2474 0.1018
O 1.658 -1.501 2.626 -0.0878 -0.0591 -0.3675
O 0.634 0.361 2.301 -0.2258 0.0432 -0.4538
C -1.831 4.668 -0.312 0.0107 -0.0090 0.0276
C -1.415 3.268 -0.739 0.0320 -0.0180 0.0436
S -0.508 2.434 0.576 -0.1487 0.1466 -0.1778
O -0.023 1.154 -0.190 0.0265 -0.5714 0.1734
C -1.862 1.892 1.654 -0.0002 0.0363 0.0148
C -2.559 0.625 1.195 0.0685 -0.0336 -0.0438
H -2.327 5.155 -1.150 0.0068 -0.0025 -0.0089
H -0.968 5.271 -0.034 -0.0035 0.0152 0.0071
H -2.535 4.657 0.519 -0.0052 0.0088 0.0032
H -0.698 3.294 -1.561 0.0070 -0.0072 0.0039
H -2.254 2.637 -1.031 0.0135 -0.0363 0.0247
H -2.543 2.744 1.678 0.0080 -0.0063 0.0104
H -1.420 1.779 2.642 0.0101 0.0006 -0.0157
H -2.950 0.692 0.181 0.0195 -0.0078 -0.0016
H -3.389 0.421 1.871 -0.0080 0.0091 -0.0089
H -1.908 -0.256 1.262 -0.0463 0.0217 0.0064
```
Positions in Å, forces in eV/Å.

Summary:
Spin multiplicity ... 3
Total charge ... +1
HOMO-LUMO gap (alpha / beta) ... 9.222 / 10.318 eV
M ... 499.3 g mol⁻¹
E ... -3683.46448 Eh

Löwdin atomic charge list, values in e, 6 entries: number 1, V, carries 1.13; number 2, F, carries 0.19; number 3, C, carries -0.69; number 4, F, carries 0.20; number 5, F, carries 0.21; number 6, S, carries 0.69



The highest E belongs to which entry?
C6H10F2